CH11LiN2O5 as an isolated structure, computed with ωB97M-V with the def2-TZVPD basis set.

Cartesian coordinates (Å):
Li: 1.93 0.99 0.60
O: 0.76 4.00 1.95
H: -0.19 3.87 2.14
O: -1.15 1.07 5.87
H: -0.45 0.63 5.38
H: -1.82 1.25 5.22
O: 1.05 -2.23 2.94
H: 1.73 -2.87 2.71
H: 0.24 -2.74 2.99
O: 5.48 0.38 -0.80
H: 5.60 1.19 -1.29
H: 5.56 -0.31 -1.46
C: -1.79 -0.68 -3.11
O: -0.64 -0.60 -2.73
N: -2.76 -1.45 -2.69
N: -2.32 0.05 -4.08
H: -3.69 -1.28 -3.06
H: -2.52 -2.01 -1.89
H: -3.32 0.05 -4.15
H: -1.69 0.70 -4.54

LUMO energy	-1.206	eV
net charge	0
E_HOMO	-6.10	eV
total energy	-537.841212	a.u.

Löwdin population analysis, charges in e, atoms 1 to 5: Li 0.81; O -0.64; H -0.19; O -0.05; H 0.02



A 4-piece molecular cluster, CH11N2O3 overall, computed with ωB97M-V with the def2-TZVPD basis set.

Cartesian coordinates (Å):
N: -0.95 -0.11 -0.01
C: -1.49 1.04 -0.37
N: -0.67 1.99 -0.90
H: 0.09 -0.21 -0.06
H: -1.63 -0.95 0.23
H: -2.57 1.11 -0.72
H: -0.88 2.92 -1.00
H: 0.40 1.74 -1.10
H: -3.57 -2.37 1.28
H: -3.94 -2.35 -0.19
O: -3.30 -1.96 0.45
H: 2.04 -0.40 -1.29
H: 2.50 -0.13 0.10
O: 1.76 0.10 -0.50
H: 4.79 -0.75 0.87
H: 3.87 -0.50 2.04
O: 3.94 -0.32 1.11

LUMO energy	-3.243	eV
net charge	+1
energy relative to the best compared isomer or geometry (same formula, charge and spin)	88.49	kJ/mol
E_HOMO	-14.64	eV
total energy	-379.709599	a.u.

Löwdin population analysis, charges in e, atoms 1 to 5: N 0.15; C -0.15; N 0.13; H 0.08; H 0.14



CH11N2Pd as an isolated structure, computed with ωB97M-V with the def2-TZVPD basis set.

Cartesian coordinates (Å):
C: 1.80 0.68 0.83
Pd: -0.12 0.61 0.12
N: 0.21 -1.56 -0.43
H: -0.25 2.12 0.47
H: -0.54 0.60 1.59
H: 1.97 1.51 1.53
H: 2.43 0.83 -0.07
H: 2.08 -0.27 1.32
H: 0.13 -1.80 -1.43
H: -0.44 -2.19 0.05
H: 1.15 -1.86 -0.15
N: -1.87 0.36 -0.83
H: -1.69 0.10 -1.83
H: -2.41 1.25 -0.80
H: -2.42 -0.40 -0.37

LUMO energy (spin up / spin down)	-3.524 / -8.430	eV
expectation value of S²	6.0067
net charge	+1
energy relative to the best compared isomer or geometry (same formula, charge and spin)	85.69	kJ/mol
E_HOMO (spin up / spin down)	-10.60 / -15.23	eV
multiplicity	5
total energy	-281.461354	a.u.

Löwdin population analysis, charges in e, atoms 1 to 5: C -0.17; Pd 0.75; N -0.04; H -0.05; H -0.03



CH11NO3 as an isolated structure, computed with ωB97M-V with the def2-TZVPD basis set.

Cartesian coordinates (Å):
H: -0.59 0.06 -0.41
O: -0.66 -1.18 -0.10
N: -0.10 1.26 -0.66
H: -1.19 -1.54 -0.80
H: -0.86 1.99 -0.87
H: 0.57 1.28 -1.42
C: 0.39 1.69 0.68
H: 1.42 1.21 0.80
H: 0.48 2.76 0.84
H: -0.16 1.26 1.52
O: 0.12 -0.29 2.31
H: -0.30 -0.83 1.63
H: 0.49 -0.82 3.07
O: 0.27 -1.15 -2.24
H: 0.07 -1.99 -2.43
H: 0.58 -1.35 -1.14

LUMO energy	0.768	eV
net charge	0
energy relative to the best compared isomer or geometry (same formula, charge and spin)	262.75	kJ/mol
E_HOMO	-9.30	eV
total energy	-325.079927	a.u.

Löwdin population analysis, charges in e, atoms 1 to 5: H 0.08; O -0.29; N -0.01; H 0.00; H 0.15



A 5-piece molecular cluster, CH11NO4 overall, computed with ωB97M-V with the def2-TZVPD basis set.

Cartesian coordinates (Å):
C: -0.83 -0.35 -1.68
N: -0.47 0.86 -1.01
H: -0.57 -1.28 -1.17
H: -0.40 -0.36 -2.68
H: -1.93 -0.35 -1.80
H: -0.58 0.87 0.02
H: -2.24 -1.09 1.81
O: -2.01 -0.28 1.35
H: -0.16 0.71 3.15
H: -1.10 0.13 1.78
O: 0.17 0.59 2.26
H: 2.78 1.36 -1.26
H: 0.58 0.98 -1.03
O: 2.12 0.66 -1.33
H: 1.34 -0.75 1.31
H: 1.75 -0.51 -0.19
O: 1.55 -1.20 0.48

LUMO energy (spin up / spin down)	3.932 / 0.648	eV
expectation value of S²	0.7609
net charge	-1
energy relative to the best compared isomer or geometry (same formula, charge and spin)	156.70	kJ/mol
E_HOMO (spin up / spin down)	-4.35 / -4.35	eV
multiplicity	2
total energy	-400.328998	a.u.

Löwdin population analysis, charges in e, atoms 1 to 5: C -0.17; N 0.07; H 0.08; H 0.07; H 0.09



A 5-piece molecular cluster, CH11NO4 overall, computed with ωB97M-V with the def2-TZVPD basis set.

Cartesian coordinates (Å):
C: 0.89 -1.40 1.22
N: 2.13 -0.82 1.22
H: 0.41 -1.79 0.33
H: 0.33 -1.35 2.16
H: 2.51 -0.61 2.12
H: 2.66 -1.67 -0.33
H: 3.89 -2.11 -0.99
O: 2.95 -2.21 -1.10
H: -2.95 0.64 -0.57
H: -4.15 1.46 -1.15
O: -3.88 0.59 -0.82
H: 0.34 0.17 -0.29
H: -0.11 -0.18 -1.77
O: -0.12 0.49 -1.09
H: -1.40 3.31 -0.22
H: -1.49 2.37 0.82
O: -2.03 3.10 0.47

LUMO energy (spin up / spin down)	3.564 / 3.517	eV
expectation value of S²	0.7540
net charge	-1
energy relative to the best compared isomer or geometry (same formula, charge and spin)	74.26	kJ/mol
E_HOMO (spin up / spin down)	-0.32 / -4.23	eV
multiplicity	2
total energy	-400.360397	a.u.

Löwdin population analysis, charges in e, atoms 1 to 5: C -0.34; N -0.20; H -0.02; H -0.03; H -0.05



A 4-piece molecular cluster, CH11NO4 overall, computed with ωB97M-V with the def2-TZVPD basis set.

Cartesian coordinates (Å):
N: 1.03 0.78 -1.36
C: 0.68 -0.35 -2.19
O: 0.44 -1.52 -1.38
H: 0.43 0.84 -0.54
H: 1.97 0.66 -0.99
H: -0.26 -0.20 -2.70
H: 1.52 -0.56 -2.84
H: 1.19 -1.70 -0.80
O: 1.63 0.60 2.07
H: 2.29 1.26 2.31
H: 0.87 1.19 2.17
O: -2.10 -0.77 0.13
H: -2.88 -1.32 0.20
H: -1.30 -1.27 -0.05
O: -1.46 1.20 1.92
H: -1.68 0.64 1.15
H: -1.89 0.84 2.70

LUMO energy	0.673	eV
net charge	0
energy relative to the best compared isomer or geometry (same formula, charge and spin)	43.14	kJ/mol
E_HOMO	-9.66	eV
total energy	-400.405120	a.u.
structure (SMILES)	NCO.O.O.O

Löwdin population analysis, charges in e, atoms 1 to 5: N 0.03; C -0.31; O -0.10; H 0.05; H 0.06



CH11Na3O9 as an isolated structure, computed with ωB97M-V with the def2-TZVPD basis set.

Cartesian coordinates (Å):
Na: -2.67 4.79 -0.96
Na: 1.69 0.92 -3.18
Na: 3.38 2.34 2.21
O: 0.07 -0.13 0.29
H: -0.65 0.01 -0.35
C: -2.16 2.99 -5.40
O: -2.39 2.20 -4.45
O: -2.39 4.18 -5.24
O: -1.67 2.63 -6.47
O: 3.81 -3.04 -0.77
H: 3.83 -3.99 -0.69
H: 2.97 -2.79 -0.38
O: -1.19 -2.01 4.19
H: -0.97 -1.68 3.32
H: -1.67 -2.82 4.02
O: -2.34 -2.55 -2.43
H: -2.38 -1.70 -2.86
H: -1.73 -2.42 -1.70
O: -1.43 3.10 2.76
H: -1.14 2.33 2.27
H: -2.35 2.92 2.96
O: 3.89 -1.39 4.33
H: 3.07 -1.71 3.97
H: 4.39 -2.17 4.56

LUMO energy	-2.500	eV
net charge	0
E_HOMO	-4.35	eV
total energy	-1208.492683	a.u.

Löwdin population analysis, charges in e, atoms 1 to 5: Na 0.69; Na 0.69; Na 0.66; O -0.65; H -0.21



CH12Li3N2O6 as an isolated structure, computed with ωB97M-V with the def2-TZVPD basis set.

Cartesian coordinates (Å):
Li: -0.52 -0.16 1.41
Li: -2.56 1.10 -1.10
Li: -1.28 -2.37 -0.20
O: -1.90 -0.53 -0.23
H: -1.19 -0.08 -0.72
O: -0.65 -2.15 1.73
H: -0.05 -2.35 2.47
O: -0.78 2.09 -1.28
H: 0.06 1.80 -1.65
H: -0.62 2.98 -1.00
O: 0.16 -2.09 -1.86
H: 1.04 -1.75 -2.03
H: -0.04 -2.61 -2.64
O: -3.93 -1.58 1.51
H: -4.29 -2.40 1.17
H: -3.44 -1.22 0.77
C: 2.07 1.17 0.52
O: 1.11 0.47 0.80
N: 2.29 2.33 0.99
N: 3.06 0.72 -0.19
H: 1.65 2.57 1.74
H: 3.06 2.90 0.68
H: 2.90 -0.17 -0.62
H: 3.86 1.34 -0.25

LUMO energy	-3.619	eV
net charge	+1
E_HOMO	-10.55	eV
total energy	-628.832322	a.u.

Löwdin population analysis, charges in e, atoms 1 to 5: Li 0.71; Li 0.82; Li 0.73; O -0.59; H -0.13



A 4-piece molecular cluster, CH12N2O3 overall, computed with ωB97M-V with the def2-TZVPD basis set.

Cartesian coordinates (Å):
N: 1.15 -0.10 -0.11
C: 0.10 -1.04 0.52
N: 0.51 -1.36 1.82
H: 2.01 -0.55 0.27
H: 1.35 -0.25 -1.17
H: -0.77 -0.40 0.64
H: 0.12 -1.97 0.02
H: 0.42 -0.59 2.42
H: 1.50 -1.67 2.03
O: 3.49 2.94 -1.70
H: 3.73 2.02 -1.58
H: 2.48 2.88 -1.75
O: 0.79 2.40 1.21
H: 0.83 1.54 0.81
H: 1.52 2.96 0.87
O: -6.76 -2.35 -1.60
H: -6.47 -1.52 -1.21
H: -6.00 -2.95 -1.49

LUMO energy	0.433	eV
net charge	0
energy relative to the best compared isomer or geometry (same formula, charge and spin)	133.17	kJ/mol
E_HOMO	-9.92	eV
total energy	-380.479768	a.u.
structure (SMILES)	NCN.O.O.O

Löwdin population analysis, charges in e, atoms 1 to 5: N -0.05; C -0.33; N -0.02; H 0.06; H 0.10



A 5-piece molecular cluster, CH12NO4 overall, computed with ωB97M-V with the def2-TZVPD basis set.

Cartesian coordinates (Å):
C: -0.97 1.25 -2.71
N: -0.69 1.97 -1.61
H: -1.32 1.84 -3.54
H: -0.34 0.38 -2.85
H: -0.36 1.68 -0.65
H: -0.84 2.97 -1.57
H: 0.90 -0.35 3.89
H: -0.61 -0.57 4.27
O: 0.00 -0.11 3.68
H: 0.24 1.46 1.40
H: -0.08 0.02 1.29
O: -0.04 0.82 0.73
H: 1.61 -1.34 -2.41
H: 1.22 -1.50 -0.95
O: 1.27 -0.85 -1.66
H: -0.74 -2.70 0.99
H: 0.72 -2.82 0.90
O: 0.03 -2.15 0.81

LUMO energy (spin up / spin down)	0.135 / 0.134	eV
expectation value of S²	0.7531
net charge	0
energy relative to the best compared isomer or geometry (same formula, charge and spin)	24.61	kJ/mol
E_HOMO (spin up / spin down)	-4.78 / -9.24	eV
multiplicity	2
total energy	-400.916946	a.u.

Löwdin population analysis, charges in e, atoms 1 to 5: C -0.16; N -0.06; H 0.02; H 0.00; H 0.04



A 5-piece molecular cluster, CH12NO4 overall, computed with ωB97M-V with the def2-TZVPD basis set.

Cartesian coordinates (Å):
C: -2.60 -0.62 -0.28
N: -1.64 -0.53 -1.10
H: -3.45 -1.24 -0.54
H: -2.70 0.18 0.46
H: -0.82 0.06 -0.89
H: -1.75 -1.04 -1.98
H: 0.98 3.50 3.12
H: 1.72 2.77 2.03
O: 0.82 2.90 2.37
H: 0.92 -1.54 -4.84
H: -0.28 -1.21 -5.64
O: -0.04 -1.44 -4.74
H: 3.69 -1.90 3.36
H: 2.79 -2.38 4.41
O: 2.85 -2.37 3.45
H: -0.29 1.87 0.99
H: 0.34 1.41 -0.30
O: -0.53 1.56 0.10

LUMO energy	-4.966	eV
net charge	+1
energy relative to the best compared isomer or geometry (same formula, charge and spin)	122.23	kJ/mol
E_HOMO	-13.74	eV
total energy	-400.732934	a.u.

Löwdin population analysis, charges in e, atoms 1 to 5: C 0.16; N 0.19; H 0.12; H 0.12; H 0.11



Computed strongest force on any atom (eV Å⁻¹) in order:
4.00 4.65 7.20 6.02 1.79 1.80 1.76 5.00 5.12 3.16 3.66 1.89